P.
2 unconnected molecules or ions with the total composition CH3FOS, computed with the ωB97M-V functional and the def2-TZVPD basis.

Each line ends with the Löwdin charge.
Element x y z (Å)
O: 0.91 2.13 -0.58  -0.02
C: 1.09 0.94 -0.62  -0.65
S: -0.04 -0.28 -0.01  0.86
H: 2.00 0.47 -1.03  0.08
H: -0.96 0.61 0.40  -0.08
F: -1.65 -2.36 0.81  -0.12
H: -1.34 -1.52 1.03  -0.07

- Gap between HOMO and LUMO: 11.2 eV
- LUMO energy: 0.0187 hartree
- Charge: 0
- SMILES: O=CS.F
- Highest occupied orbital energy: -10.70 eV

=====

Q.
2 unconnected molecules or ions with the total composition CH3FOS, computed with the ωB97M-V functional and the def2-TZVPD basis.

Each line ends with the Löwdin charge.
Element x y z (Å)
O: 2.04 1.18 0.01  -0.69
S: 2.87 -0.07 -0.23  0.72
C: -0.94 -0.22 0.07  -0.13
F: -2.02 0.53 -0.35  -0.09
H: -0.38 -0.49 -0.84  0.07
H: -0.41 0.27 0.78  0.02
H: -1.16 -1.19 0.56  0.09

- Gap between HOMO and LUMO: 6.4 eV
- LUMO energy: -0.0995 hartree
- Charge: 0
- SMILES: O=S.CF
- Highest occupied orbital energy: -9.15 eV

=====

R.
2 unconnected molecules or ions with the total composition CH3FOS, computed with the ωB97M-V functional and the def2-TZVPD basis.

Each line ends with the Löwdin charge.
Element x y z (Å)
C: 0.74 -0.05 0.12  -0.27
O: -1.20 -1.64 -0.60  -0.42
F: -1.79 2.10 -0.15  -0.60
S: -0.89 -0.74 0.49  1.11
H: 0.58 0.93 -0.33  0.05
H: 1.26 -0.69 -0.58  0.06
H: 1.29 0.08 1.04  0.05

- Gap between HOMO and LUMO (spin up / spin down): 5.9 / 5.9 eV
- LUMO energy (spin up / spin down): -0.1399 / -0.1399 hartree
- Charge: 0
- Highest occupied orbital energy (spin up / spin down): -9.69 / -9.68 eV

=====

Most stable pick: P. Distance to second place: 253.1 kJ/mol.

=====

P.
2 unconnected molecules or ions with the total composition CH3FOS, computed with the ωB97M-V functional and the def2-TZVPD basis.

Each line ends with the Löwdin charge.
Element x y z (Å)
C: -0.23 0.23 0.51  0.07
O: 0.53 -1.49 3.29  -0.51
F: 1.80 0.56 2.57  -0.44
S: 1.89 -0.96 3.27  0.96
H: 0.76 -0.01 0.73  -0.07
H: -0.57 1.20 0.74  -0.04
H: -1.18 -0.40 0.38  0.03

- Gap between HOMO and LUMO (spin up / spin down): 10.0 / 7.1 eV
- LUMO energy (spin up / spin down): 0.0098 / -0.0595 hartree
- Charge: 0
- Highest occupied orbital energy (spin up / spin down): -9.75 / -8.69 eV

=====

Q.
2 unconnected molecules or ions with the total composition CH3FOS, computed with the ωB97M-V functional and the def2-TZVPD basis.

Each line ends with the Löwdin charge.
Element x y z (Å)
C: -0.15 -0.65 -0.65  -0.24
O: -0.32 1.87 -0.22  -0.57
F: -0.03 2.13 2.33  -0.23
S: -0.80 0.77 -1.11  0.97
H: -0.21 -1.42 -1.36  0.00
H: -0.15 2.11 1.29  0.05
H: 0.28 -0.80 0.29  0.02

- Gap between HOMO and LUMO: 9.5 eV
- LUMO energy: -0.0472 hartree
- Charge: 0
- Highest occupied orbital energy: -10.81 eV

=====

Most stable pick: Q. Distance to second place: 199.9 kJ/mol.

=====

P.
C3H6N2S2 in the gas phase, computed with the ωB97M-V functional and the def2-TZVPD basis.

Each line ends with the Löwdin charge.
Element x y z (Å)
C: -0.41 -0.66 0.44  -0.72
C: 0.70 1.20 -1.15  -0.97
C: -1.43 -1.73 0.96  -0.06
N: 0.54 -0.24 1.09  0.14
N: 1.58 0.77 -0.24  -0.12
S: -0.65 -0.26 -1.36  0.78
S: 0.01 2.80 -0.50  0.68
H: 1.03 1.24 -2.23  0.08
H: -1.29 -1.56 1.98  0.05
H: -0.94 -2.65 0.69  0.07
H: -2.37 -1.60 0.36  0.08
H: 2.22 -0.10 -0.39  0.13
H: 1.02 2.78 0.34  -0.15

- Gap between HOMO and LUMO: 8.5 eV
- LUMO energy: -0.0236 hartree
- Charge: 0
- Highest occupied orbital energy: -9.14 eV

=====

Q.
C3H6N2S2 in the gas phase, computed with the ωB97M-V functional and the def2-TZVPD basis.

Each line ends with the Löwdin charge.
Element x y z (Å)
C: -1.60 -0.31 1.22  -0.20
N: -0.35 -0.77 0.79  -0.02
C: 0.13 -0.10 -0.26  -0.56
N: -0.33 1.00 -1.00  0.02
C: 1.54 -0.18 -0.58  -1.12
S: 2.08 0.46 -2.07  0.64
S: 2.39 -1.01 0.54  0.91
H: -2.52 -0.58 0.56  0.10
H: -1.96 -0.74 2.22  0.10
H: -1.68 0.75 0.99  0.05
H: 0.27 1.62 -1.49  -0.01
H: -1.59 0.88 -1.04  0.23
H: 3.60 -1.02 0.11  -0.13

- Gap between HOMO and LUMO: 7.6 eV
- LUMO energy: -0.0394 hartree
- Charge: 0
- SMILES: C/N=C(\N)C(=S)S
- Highest occupied orbital energy: -8.67 eV

=====

R.
C3H6N2S2 in the gas phase, computed with the ωB97M-V functional and the def2-TZVPD basis.

Each line ends with the Löwdin charge.
Element x y z (Å)
C: -0.39 -1.94 -1.12  0.00
C: 0.54 -1.41 -0.32  -0.27
N: 0.36 -0.37 0.62  -0.52
S: 1.36 -0.28 1.99  0.83
C: -0.79 0.39 0.69  -0.40
N: -1.33 1.05 -0.25  -0.41
S: -0.77 1.33 -1.77  0.73
H: -0.10 -2.75 -1.74  0.05
H: -1.44 -1.64 -1.09  0.06
H: 1.59 -1.68 -0.38  0.09
H: 1.94 0.91 1.80  -0.13
H: -1.28 0.51 1.68  0.12
H: 0.49 0.80 -1.78  -0.13

- Gap between HOMO and LUMO: 9.1 eV
- LUMO energy: 0.0198 hartree
- Charge: 0
- SMILES: C=CN(S)/C=N\S
- Highest occupied orbital energy: -8.54 eV

=====

Most stable pick: R. Distance to second place: 99.2 kJ/mol.

=====

P.
C3H6N2S2 in the gas phase, computed with the ωB97M-V functional and the def2-TZVPD basis.

Each line ends with the Löwdin charge.
Element x y z (Å)
C: -1.83 0.09 0.38  -0.25
C: -1.32 1.16 1.20  -1.27
S: -2.19 2.40 1.68  0.70
S: 0.42 1.28 1.34  0.87
C: 1.13 0.02 0.31  -0.49
N: 2.19 0.06 -0.57  -0.14
N: 2.55 -1.01 -1.28  -0.05
H: -2.88 0.42 0.27  0.04
H: -2.01 -1.17 0.60  0.18
H: -1.41 0.34 -0.60  0.07
H: 0.54 -1.11 0.23  0.13
H: 1.90 -1.87 -1.47  0.13
H: 2.92 -0.63 -2.10  0.06

- Gap between HOMO and LUMO: 7.9 eV
- LUMO energy: -0.0146 hartree
- Charge: 0
- SMILES: CC(=S)S/C=N/N
- Highest occupied orbital energy: -8.34 eV

=====

Q.
A molecular structure, C3H6N2S2, computed with the ωB97M-V functional and the def2-TZVPD basis.

Each line ends with the Löwdin charge.
Element x y z (Å)
C: -0.54 0.26 0.90  -0.11
C: 0.64 1.07 0.14  -0.55
C: 0.46 0.06 -1.00  -1.02
H: -0.84 -2.36 -1.71  0.19
H: -2.32 -0.96 -0.81  0.19
H: -1.64 0.70 0.67  0.12
H: -0.54 -0.15 2.10  0.16
H: 0.45 2.14 -0.31  0.13
H: 2.50 1.16 2.31  -0.13
N: -1.20 -1.80 -0.51  -0.07
N: -0.16 -0.90 -0.19  -0.29
S: 2.40 0.84 0.93  0.64
S: 0.78 -0.06 -2.51  0.74

- Gap between HOMO and LUMO: 8.5 eV
- LUMO energy: -0.0142 hartree
- Charge: 0
- Highest occupied orbital energy: -8.90 eV

=====

Most stable pick: P. Distance to second place: 253.4 kJ/mol.

=====

P.
2 unconnected molecules or ions with the total composition C3H4BrNO, computed with the ωB97M-V functional and the def2-TZVPD basis.

Each line ends with the Löwdin charge.
Element x y z (Å)
C: 1.13 0.69 0.85  -0.33
C: -0.39 -0.11 -1.23  -0.10
C: 0.16 -0.36 0.94  -0.84
N: 1.95 1.41 0.60  0.20
O: -0.28 -1.02 -0.15  -0.22
Br: 0.46 -1.56 2.36  0.81
H: 0.30 -0.42 -2.00  0.09
H: -0.20 0.89 -0.95  0.04
H: -1.52 -0.29 -1.59  0.15
H: -1.61 0.76 1.16  0.19

- Gap between HOMO and LUMO (spin up / spin down): 9.2 / 8.1 eV
- LUMO energy (spin up / spin down): -0.0374 / -0.0334 hartree
- Charge: 0
- Highest occupied orbital energy (spin up / spin down): -10.19 / -9.06 eV

=====

Q.
C3H4BrNO in the gas phase, computed with the ωB97M-V functional and the def2-TZVPD basis.

Each line ends with the Löwdin charge.
Element x y z (Å)
O: 2.48 -1.45 1.12  0.13
C: 1.50 -1.14 0.55  -0.47
C: 0.66 0.13 0.48  -0.02
C: -0.23 -0.65 -0.59  -0.25
N: 0.82 -1.62 -0.64  -0.53
Br: 0.68 -3.14 -1.63  0.74
H: 0.09 0.46 1.33  0.11
H: 1.09 0.96 -0.03  0.10
H: -1.22 -0.89 -0.30  0.09
H: -0.51 -0.03 -1.43  0.10

- Gap between HOMO and LUMO: 9.8 eV
- LUMO energy: 0.0154 hartree
- Charge: 0
- SMILES: O=C1CCN1Br
- Highest occupied orbital energy: -9.43 eV

=====

R.
2 unconnected molecules or ions with the total composition C3H4BrNO, computed with the ωB97M-V functional and the def2-TZVPD basis.

Each line ends with the Löwdin charge.
Element x y z (Å)
C: 1.57 -1.77 0.86  -0.13
C: 1.37 -0.69 0.18  -0.65
Br: 2.88 0.32 -0.43  0.62
H: 2.48 -2.13 1.28  0.05
H: 0.93 -2.43 1.29  0.02
H: 0.29 -0.40 -0.19  0.08
N: -2.36 2.43 -1.01  0.21
C: -2.34 1.43 -0.39  -0.44
O: -2.28 0.55 0.36  0.15
H: -2.54 2.68 -1.96  0.09

- Gap between HOMO and LUMO: 10.3 eV
- LUMO energy: 0.0233 hartree
- Charge: 0
- SMILES: C=CBr.N=C=O
- Highest occupied orbital energy: -9.62 eV

=====

Most stable pick: R. Distance to second place: 43.2 kJ/mol.

=====

P.
2 unconnected molecules or ions with the total composition C6H15N3, computed with the ωB97M-V functional and the def2-TZVPD basis.

Each line ends with the Löwdin charge.
Element x y z (Å)
H: 0.30 -2.08 -0.05  0.07
N: -0.77 -1.88 0.58  0.09
C: -0.79 -0.65 0.77  -0.48
N: 0.46 0.11 0.83  0.08
C: -2.01 0.26 0.67  -0.40
C: -2.22 0.70 -0.78  -0.06
N: -1.82 1.45 1.52  0.02
H: 1.10 -0.26 1.52  0.12
H: 0.30 1.11 0.96  0.10
H: -2.87 -0.36 0.98  0.13
H: -3.14 1.29 -0.88  0.07
H: -1.39 1.32 -1.11  0.07
H: -2.29 -0.17 -1.42  0.08
H: -2.54 2.14 1.34  0.07
H: -1.89 1.20 2.50  0.08
C: 1.43 -1.70 -1.00  -0.13
C: 1.54 -0.30 -0.82  -0.28
C: 2.85 0.34 -0.44  -0.10
H: 0.93 -2.04 -1.90  0.06
H: 2.30 -2.29 -0.72  0.06
H: 0.94 0.32 -1.48  0.11
H: 3.39 -0.29 0.28  0.08
H: 2.71 1.33 -0.01  0.07
H: 3.47 0.45 -1.33  0.08

- Gap between HOMO and LUMO: 8.0 eV
- LUMO energy: 0.0319 hartree
- Charge: 0
- SMILES: [H]/N=C(\N)[C@H](C)N.C=CC
- Highest occupied orbital energy: -7.17 eV

=====

Q.
A molecular structure, C6H15N3, computed with the ωB97M-V functional and the def2-TZVPD basis.

Each line ends with the Löwdin charge.
Element x y z (Å)
C: -0.66 -0.75 1.08  -0.48
C: 0.67 1.31 0.99  -0.10
C: 0.23 -1.16 2.23  -0.02
C: -1.52 1.21 -0.36  0.05
C: 1.56 0.39 -1.99  -0.14
N: -0.23 0.36 0.34  -0.20
C: 0.72 -0.49 -1.12  -0.31
N: -1.66 -1.42 0.66  0.13
N: -0.12 -1.27 -1.82  0.02
H: -1.80 -2.28 1.19  0.06
H: -0.82 -1.77 -1.29  0.05
H: -0.46 -0.94 -2.73  0.08
H: 1.67 0.88 1.09  0.09
H: 0.74 2.19 0.36  0.08
H: 0.29 1.60 1.97  0.09
H: 1.26 -1.24 1.89  0.08
H: -0.08 -2.14 2.61  0.08
H: 0.18 -0.44 3.04  0.08
H: -1.94 1.90 0.37  0.07
H: -1.15 1.75 -1.22  0.07
H: -2.26 0.47 -0.63  0.05
H: 2.03 1.20 -1.43  0.05
H: 2.37 -0.20 -2.41  0.07
H: 1.00 0.84 -2.82  0.05

- Gap between HOMO and LUMO: 6.4 eV
- LUMO energy: 0.0321 hartree
- Charge: 0
- Highest occupied orbital energy: -5.57 eV

=====

R.
2 unconnected molecules or ions with the total composition C6H15N3, computed with the ωB97M-V functional and the def2-TZVPD basis.

Each line ends with the Löwdin charge.
Element x y z (Å)
C: -1.48 1.34 0.37  -0.09
C: -1.63 -0.15 0.28  -0.31
C: -2.30 -0.79 -0.90  -0.10
C: -0.82 -0.98 -0.75  -0.36
N: -0.30 -2.28 -0.47  0.03
H: -2.29 1.78 0.94  0.07
H: -1.46 1.79 -0.62  0.07
H: -0.48 1.57 0.82  0.05
H: -1.79 -0.64 1.24  0.13
H: -2.94 -1.64 -0.73  0.10
H: -2.66 -0.14 -1.69  0.10
H: -0.20 -0.43 -1.45  0.12
H: -0.98 -2.83 0.08  0.08
H: 0.55 -2.21 0.08  0.03
C: 2.04 1.67 -0.91  -0.15
N: 1.59 1.15 0.34  -0.05
C: 1.83 -0.06 0.63  -0.34
N: 1.43 -0.61 1.82  0.08
H: 2.73 2.48 -0.73  0.07
H: 2.52 0.92 -1.56  0.08
H: 1.18 2.08 -1.45  0.07
H: 2.38 -0.75 -0.03  0.13
H: 2.00 -1.34 2.21  0.09
H: 1.08 0.06 2.49  0.10

- Gap between HOMO and LUMO: 9.2 eV
- LUMO energy: 0.0360 hartree
- Charge: 0
- SMILES: C[C@H]1C[C@@H]1N.C/N=C/N
- Highest occupied orbital energy: -8.27 eV

=====

Most stable pick: R. Distance to second place: 159.3 kJ/mol.